Entry 1:
Below is an isolated ion of composition C8H15BBr2NO2 and charge -1 in a non-equilibrium geometry, with properties calculated with ωB97M-V with the def2-TZVPD basis set.

**Net charge**: -1
**LUMO energy**: 0.1048 hartree
**Kohn-Sham gap**: 7.04 eV
**Highest occupied orbital energy**: -0.154 Ha
**2S+1**: 1

Last column: natural (NBO) charge in e.
Cartesian coordinates (Å):
H (-1.89, -0.38, -0.11)  0.1682
H (1.94, 0.92, 1.96)  0.2105
H (-4.48, -1.08, 0.56)  0.1818
B (-0.51, -2.38, -2.14)  0.6845
C (-1.59, -1.42, -0.38)  0.0044
C (2.25, 3.93, 0.41)  -0.6119
H (0.23, -2.61, 0.41)  0.1830
Br (-0.58, -4.40, -1.72)  -0.3425
H (-2.37, -3.02, 1.17)  0.1925
C (1.47, 1.60, 1.22)  -0.4119
C (-4.01, -1.97, 0.11)  -0.5070
Br (-0.27, -2.19, -4.15)  -0.2690
H (1.16, 4.08, 0.29)  0.2036
H (2.76, 2.07, -0.55)  0.2026
O (-1.82, -1.85, -1.70)  -0.7217
H (-4.60, -2.55, -0.61)  0.2068
H (1.33, 0.54, -0.67)  0.2134
H (3.55, 2.25, 1.09)  0.1958
H (0.02, -0.58, 1.73)  0.3564
H (0.75, 2.30, 1.71)  0.1877
C (-2.65, -2.27, 0.42)  -0.1063
H (2.77, 4.34, -0.47)  0.1992
O (0.48, -1.69, -1.34)  -0.7483
C (2.62, 2.39, 0.50)  -0.3924
H (-0.30, 1.16, -0.10)  0.1686
N (0.51, -0.63, 0.84)  -0.6470
H (2.65, 4.41, 1.33)  0.1967
C (0.66, 0.69, 0.20)  -0.2242
C (-0.07, -1.64, -0.03)  0.2266


Entry 2:
Below is a 2-piece molecular cluster, C3H11N2 overall in a non-equilibrium geometry, with properties calculated with ωB97M-V with the def2-TZVPD basis set.

**Net charge**: +1
**LUMO energy**: -0.2759 hartree
**Kohn-Sham gap**: 6.47 eV
**Energy relative to the best compared isomer or geometry (same formula, charge and spin)**: 112.2 kcal/mol
**Highest occupied orbital energy**: -0.514 Ha
**2S+1**: 1

Last column: natural (NBO) charge in e.
Cartesian coordinates (Å):
H (-1.72, 0.46, -1.22)  0.2487
H (1.30, -0.23, -0.78)  0.2398
H (1.80, -0.30, 2.18)  0.1899
C (0.23, -0.28, -0.61)  -0.0043
H (-0.45, -1.41, 2.41)  0.3872
C (-0.66, 0.62, -1.39)  -0.3290
H (-0.48, 1.68, -1.29)  0.2406
H (-0.18, -0.65, 0.93)  0.2804
H (-0.17, -1.29, -0.68)  0.2244
N (-0.33, 0.34, -2.75)  -0.6235
N (-0.31, -0.51, 1.96)  -0.6667
H (0.93, 1.12, 2.62)  0.2082
C (0.87, 0.03, 2.65)  -0.4361
H (0.82, -0.28, 3.69)  0.2342
H (0.61, 0.58, -3.05)  0.4025
H (-0.65, -0.54, -3.14)  0.4039


Entry 3:
Below is CH3IN5 as an isolated structure in a non-equilibrium geometry, with properties calculated with ωB97M-V with the def2-TZVPD basis set.

**Net charge**: +1
**LUMO energy (alpha / beta)**: -0.3324 / -0.3226 hartree
**Kohn-Sham gap (alpha / beta)**: 6.09 / 6.36 eV
**Energy relative to the best compared isomer or geometry (same formula, charge and spin)**: 35.2 kcal/mol
**Highest occupied orbital energy (alpha / beta)**: -0.556 / -0.556 Ha
**2S+1**: 1

Last column: natural (NBO) charge in e.
Cartesian coordinates (Å):
H (-0.16, 2.99, 0.81)  0.2800
H (0.77, -1.72, -1.18)  0.3981
I (-0.21, -2.88, 1.38)  0.5593
N (-0.07, -0.17, 0.95)  -0.0251
C (0.05, 1.87, 0.54)  0.0829
N (0.13, -0.95, -1.29)  -0.5825
N (0.15, 0.06, -0.42)  0.1340
H (-0.67, -1.40, -1.66)  0.4096
N (-0.17, 0.91, 1.52)  -0.1318
N (0.19, 1.28, -0.65)  -0.1245